Density functional theory data (ωB97M-V/def2-TZVPD) for 2 unconnected molecules or ions with the total composition C3H3IO at a distorted geometry.

The HOMO energy (alpha / beta) is -8.1 / -8.2 eV. Its relative energy (zero: lowest compared OMol25 entry of this formula, charge and spin) is 3.3347 eV. As for the HOMO-LUMO gap (alpha / beta): 0.304 / 0.293 Eh.

```
! wB97M-V def2-TZVPD RIJCOSX def2/J DEFGRID3
* xyz 0 1
C -0.642 1.250 -0.262
C 0.098 -1.771 0.361
C 0.500 0.694 -0.134
O 0.069 -2.095 1.496
I 2.387 1.268 -0.295
H -0.836 2.286 -0.404
H -1.514 0.701 -0.230
H -0.062 -2.334 -0.531
*
```